{
  "formula": "C17H42F2N6O15S2",
  "method": "wB97M-V/def2-TZVPD",
  "spin_multiplicity": 2,
  "homo_ev": [-12.0, -12.0],
  "total_charge": 3,
  "lumo_energy_ev": [-7.8, -8.4],
  "total_energy_ev": -85032.61320,
  "elements": ["N", "S", "O", "O", "F", "S", "O", "O", "F", "C", "C", "O", "N", "H", "H", "C", "H", "H", "H", "H", "H", "H", "C", "C", "O", "N", "H", "H", "C", "H", "H", "H", "H", "H", "H", "C", "C", "O", "N", "H", "H", "C", "H", "H", "H", "H", "H", "H", "C", "C", "O", "N", "H", "H", "C", "H", "H", "H", "H", "H", "H", "C", "C", "O", "N", "H", "H", "C", "H", "H", "H", "H", "H", "H", "O", "C", "O", "O", "H", "O", "C", "O", "O", "H"],
  "coordinates": [[-1.305833, 0.077852, 1.161335], [-0.783465, -1.236687, 0.745491], [0.658995, -1.428445, 0.552837], [-1.689771, -1.974387, -0.139214], [-0.956633, -1.877627, 2.180131], [-0.814156, 0.892994, -0.360953], [-1.814740, 0.712970, -1.428552], [0.559449, 0.939811, -0.847205], [-1.204441, 2.390593, 0.078794], [-3.096539, 0.476426, -8.245359], [-3.046936, 0.392100, -6.721130], [-3.591306, -0.547822, -6.068905], [-2.105571, 1.370258, -6.123604], [-1.184657, 0.961651, -6.194721], [-1.990282, 2.191881, -6.699583], [-2.356619, 1.615623, -4.610337], [-3.353108, 1.477864, -8.590878], [-3.923915, -0.117783, -8.633247], [-2.135271, 0.175126, -8.661637], [-3.050411, 2.453167, -4.537745], [-1.353232, 2.012210, -4.455354], [-2.472865, 0.724352, -3.993711], [-4.200443, -1.325064, 3.014340], [-4.453037, 0.169592, 2.908750], [-5.261797, 0.822009, 3.568320], [-3.760058, 0.834897, 1.737966], [-3.488689, 1.695569, 2.191515], [-2.844910, 0.465074, 1.523888], [-4.656789, 1.043485, 0.508317], [-3.714920, -1.676881, 2.104078], [-4.978351, -2.061468, 3.216003], [-3.535861, -1.231566, 3.873235], [-5.048571, 0.064486, 0.232313], [-3.915822, 1.358916, -0.226236], [-5.414343, 1.725544, 0.894347], [3.548987, -1.309791, 2.531558], [4.121451, -2.174457, 3.653404], [3.405086, -2.523292, 4.495485], [5.676344, -2.368790, 3.699915], [5.805158, -3.351627, 3.893663], [6.117083, -2.099749, 2.831886], [6.261702, -1.612924, 4.912790], [2.478385, -1.130352, 2.630142], [3.763212, -1.727931, 1.548012], [4.062125, -0.348941, 2.570948], [5.893035, -2.020150, 5.854253], [5.743884, -0.659866, 4.804873], [7.350876, -1.603950, 4.954327], [0.708305, 3.588904, 2.975159], [0.821813, 2.087032, 2.840372], [1.802185, 1.703988, 2.204313], [-0.309541, 1.222634, 3.327487], [-1.099911, 1.716043, 3.717304], [-0.668715, 0.677093, 2.557106], [0.368721, 0.399399, 4.484956], [0.685222, 3.824779, 4.039075], [-0.211351, 3.878252, 2.466632], [1.489789, 4.193999, 2.515525], [0.366782, 1.065318, 5.347883], [1.366774, -0.036777, 4.443116], [-0.400357, -0.367606, 4.576221], [3.289495, -1.231542, -2.249696], [4.824225, -1.191506, -2.597954], [5.662433, -2.067863, -2.226023], [5.269864, -0.078336, -3.546196], [4.437893, 0.399019, -3.862510], [5.775708, 0.640711, -3.049026], [6.005544, -0.580335, -4.809526], [2.747079, -1.055253, -3.178578], [2.975111, -0.353724, -1.685164], [2.898775, -2.049683, -1.644648], [5.251019, -1.204806, -5.287879], [6.989472, -0.999501, -4.599102], [5.976912, 0.248984, -5.516284], [-2.508292, -4.540877, 3.752787], [-2.581842, -4.993396, 2.530370], [-3.475401, -5.701378, 2.136943], [-1.625750, -4.806387, 1.788807], [-1.813168, -3.943979, 3.466231], [-5.115681, 4.000969, -0.609242], [-4.214243, 3.752527, -1.569055], [-3.011547, 3.885096, -1.391015], [-4.690685, 3.207394, -2.569337], [-5.929066, 4.075906, -1.113598]],
  "forces_ev_per_angstrom": [[1.065, 6.635, -2.258], [2.162, -10.889, -2.158], [-2.078, 0.992, 0.159], [1.839, 1.642, 1.686], [-0.375, -0.467, 0.971], [-2.584, 4.319, -5.209], [1.911, -0.836, 2.922], [-1.729, -0.372, 2.287], [1.039, -1.640, 0.978], [-0.866, 0.417, 0.719], [-2.857, -5.294, -0.090], [3.012, 5.245, -2.217], [-0.867, -1.639, 1.452], [0.391, -0.645, 0.003], [-0.696, 0.783, 0.022], [1.901, 1.724, -0.959], [0.375, 0.311, 0.131], [0.363, -0.426, 0.236], [-0.016, -0.058, -0.069], [-0.459, -0.515, 0.554], [-0.191, 0.333, 1.225], [-0.546, 0.027, -0.690], [0.756, 1.023, -0.334], [-4.606, -0.109, 0.612], [3.190, -1.471, -1.978], [-1.064, 0.520, 2.049], [-0.537, 1.317, -0.567], [0.156, -1.161, -0.593], [0.818, -0.336, 0.971], [0.466, 0.026, 0.195], [-0.506, 0.860, 0.368], [0.516, -1.116, 0.152], [-0.074, 0.092, 0.090], [-0.788, 0.651, -0.376], [0.076, 0.157, -0.926], [1.450, -0.084, -0.326], [-1.148, 2.232, -2.299], [0.368, -1.545, 2.191], [-0.657, -0.311, 1.842], [0.298, -0.713, -0.342], [0.204, 0.027, -0.313], [-1.199, 0.501, -0.147], [0.234, -0.419, 0.165], [-0.062, -0.086, -0.049], [0.059, 0.225, -0.071], [-0.140, -0.510, -0.357], [0.902, 0.450, 0.273], [-0.206, 0.132, -0.574], [-1.083, -0.371, 0.828], [3.338, 2.860, -3.496], [-3.070, -1.493, 2.140], [4.003, 0.279, 1.911], [0.064, 0.704, 0.372], [-0.081, -1.129, -1.286], [-2.419, -0.067, 0.490], [-0.433, 0.373, 0.079], [-0.393, 0.222, 0.334], [0.291, -0.817, -0.039], [-0.200, -0.098, -0.015], [-0.177, 0.361, -1.321], [0.508, -0.313, 0.740], [1.220, 1.415, -0.537], [1.772, -5.223, 2.725], [-3.724, 4.939, -2.117], [0.019, -0.884, -0.284], [-0.500, 0.173, -0.206], [0.725, 0.133, 0.406], [-1.424, 0.623, -0.233], [-0.172, -0.601, -0.182], [0.424, 0.447, 0.234], [0.661, -0.422, -0.549], [0.563, -0.895, 0.290], [-0.426, -0.002, 0.049], [0.803, 0.355, 0.363], [-0.650, 0.819, 0.480], [0.956, -0.854, 1.025], [-2.464, -1.583, -1.239], [1.014, 0.397, -1.897], [1.169, 1.208, 1.595], [-0.587, 1.312, 1.934], [0.932, -1.977, -1.683], [1.730, 0.870, 1.740], [-1.248, -0.568, -2.101], [-0.444, -0.192, 0.096]],
  "lowdin_spin": [0.000, 0.000, 0.000, 0.000, 0.001, 0.000, 0.000, 0.000, 0.000, 0.000, 0.000, 0.000, 0.000, 0.000, 0.000, 0.000, 0.000, 0.000, 0.000, 0.000, 0.000, 0.000, 0.000, 0.000, 0.000, 0.000, 0.000, 0.000, 0.000, 0.000, 0.000, 0.000, 0.000, 0.000, 0.000, 0.000, 0.000, 0.000, 0.000, 0.000, 0.000, 0.000, 0.000, 0.000, 0.000, 0.000, 0.000, 0.000, 0.000, 0.000, 0.000, 0.000, 0.000, 0.000, 0.000, 0.000, 0.000, 0.000, 0.000, 0.000, 0.000, 0.000, 0.000, 0.000, 0.000, 0.000, 0.000, 0.000, 0.000, 0.000, 0.000, 0.000, 0.000, 0.000, 0.024, 0.032, 0.554, 0.387, 0.003, 0.000, 0.000, 0.000, 0.000, 0.000]
}